Entry 1:
DFT (the ωB97M-V functional and the def2-TZVPD basis) results for 2 unconnected molecules or ions with the total composition C9H14.

XYZ file:
```
23
Properties=species:S:1:pos:R:3:lowdin_charge:R:1
C 0.86 2.47 -1.60 -0.17
C 0.40 2.28 -3.05 -0.17
H 1.73 1.85 -1.42 0.05
H 1.23 3.50 -1.52 0.06
H 0.14 2.21 -0.83 0.05
H 1.14 2.77 -3.68 0.06
H -0.57 2.73 -3.25 0.06
H 0.44 1.22 -3.29 0.05
C -0.43 0.67 2.70 -0.06
C -0.06 -1.97 -0.69 -0.10
C 1.06 -1.63 0.06 -0.09
C -1.30 -1.55 -0.24 -0.09
C 0.94 -0.80 1.16 -0.06
C -1.42 -0.69 0.85 -0.06
C -0.30 -0.30 1.57 -0.29
H 0.06 -2.57 -1.58 0.10
H 2.05 -1.98 -0.22 0.10
H -2.22 -1.85 -0.73 0.10
H 1.79 -0.51 1.75 0.11
H -2.41 -0.39 1.17 0.11
H 0.47 0.78 3.29 0.07
H -1.22 0.36 3.39 0.08
H -0.60 1.70 2.41 0.08
```

SMILES: Cc1ccccc1.CC
Kohn-Sham gap (eV): 10.10
Energy relative to the best compared isomer or geometry (same formula, charge and spin) (eV): 0.233
2S+1: 1
Highest occupied orbital energy (eV): -9.083
Max |F| (eV Å⁻¹): 0.9

***

Entry 2:
DFT (the ωB97M-V functional and the def2-TZVPD basis) results for 2 unconnected molecules or ions with the total composition C3H5ClOS in a non-equilibrium geometry.

XYZ file:
```
11
Properties=species:S:1:pos:R:3:lowdin_charge:R:1
C -0.92 -0.58 -0.95 -0.09
C 1.98 -0.38 1.78 -0.33
C -1.16 0.70 -0.93 -0.66
O 2.07 -0.89 -0.69 -0.59
S 2.58 0.01 0.34 0.86
Cl -2.74 1.39 -1.30 0.52
H -1.62 -1.32 -1.16 0.04
H 0.22 -0.77 -0.78 0.04
H 1.49 -1.30 2.21 0.06
H 2.43 0.35 2.56 0.04
H -0.33 1.53 -0.89 0.10
```

Kohn-Sham gap (eV): 9.00
Energy relative to the best compared isomer or geometry (same formula, charge and spin) (eV): 2.859
2S+1: 1
Highest occupied orbital energy (eV): -9.566
Max |F| (eV Å⁻¹): 3.9

***

Entry 3:
DFT (the ωB97M-V functional and the def2-TZVPD basis) results for C9H20OSi in the gas phase in a non-equilibrium geometry.

XYZ file:
```
31
Properties=species:S:1:pos:R:3:lowdin_spin:R:1
C -0.05 2.20 -1.55 0.71
C -2.83 -0.11 -0.42 0.00
C 0.86 -3.03 -0.38 0.00
C 2.60 0.80 0.76 0.00
C -0.88 2.47 0.93 0.11
C -1.63 -0.61 0.32 0.01
C 1.08 -1.66 -1.17 0.00
C 1.42 -0.08 1.13 0.01
C -0.55 2.88 -0.52 0.77
O 0.22 0.91 -1.51 0.23
Si 0.17 -0.17 -0.32 0.03
H 0.28 2.67 -2.43 0.04
H -2.57 -0.35 -1.42 0.00
H -3.85 -0.52 -0.27 0.00
H -3.01 0.95 -0.41 0.00
H 1.51 -3.66 -0.97 0.00
H 1.29 -2.98 0.62 0.00
H -0.16 -3.47 -0.40 0.00
H 2.57 1.14 -0.39 0.00
H 2.75 1.62 1.42 0.00
H 3.40 0.14 0.77 0.00
H -1.83 1.81 0.90 0.03
H -1.11 3.31 1.56 0.00
H 0.01 2.00 1.38 0.03
H -1.49 -1.66 0.20 0.00
H -1.82 -0.48 1.42 0.00
H 0.75 -1.67 -2.30 0.00
H 2.13 -1.57 -1.35 0.00
H 1.08 0.03 2.19 0.00
H 1.77 -1.10 1.33 0.00
H -0.49 4.01 -0.66 0.03
```

Kohn-Sham gap (spin up / spin down) (eV): 5.43 / 8.02
Energy relative to the best compared isomer or geometry (same formula, charge and spin) (eV): 0.453
2S+1: 3
Highest occupied orbital energy (spin up / spin down) (eV): -4.494 / -9.447
Max |F| (eV Å⁻¹): 11.8

***

Entry 4:
DFT (the ωB97M-V functional and the def2-TZVPD basis) results for 2 unconnected molecules or ions with the total composition H4O2 in a non-equilibrium geometry.

XYZ file:
```
6
Properties=species:S:1:pos:R:3:lowdin_charge:R:1
H 2.23 0.58 0.26 0.02
H 0.83 0.47 -0.18 0.06
H -2.45 0.00 0.37 0.05
H -1.31 0.81 -0.12 0.01
O 1.65 -0.14 -0.01 -0.09
O -1.57 -0.10 -0.03 -0.05
```

SMILES: O.O
Kohn-Sham gap (eV): 11.94
Energy relative to the best compared isomer or geometry (same formula, charge and spin) (eV): 0.488
2S+1: 1
Highest occupied orbital energy (eV): -11.369
Max |F| (eV Å⁻¹): 3.6

***

Entry 5:
DFT (the ωB97M-V functional and the def2-TZVPD basis) results for 2 unconnected molecules or ions with the total composition C3H4FNS in a non-equilibrium geometry.

XYZ file:
```
10
Properties=species:S:1:pos:R:3:lowdin_charge:R:1
C 2.87 -0.49 -0.69 -0.27
C 0.67 1.35 1.05 -0.56
C 2.09 -1.62 -0.87 -0.22
N 3.38 0.55 -0.46 0.17
F 1.60 -1.89 -2.05 0.08
S 0.46 -0.41 0.98 0.61
H 1.54 1.78 0.71 -0.03
H 0.58 1.59 2.16 0.05
H -0.28 1.79 0.51 0.06
H 2.13 -2.57 -0.38 0.11
```

Kohn-Sham gap (spin up / spin down) (eV): 6.77 / 6.77
Energy relative to the best compared isomer or geometry (same formula, charge and spin) (eV): 3.433
2S+1: 1
Highest occupied orbital energy (spin up / spin down) (eV): -8.920 / -8.920
Max |F| (eV Å⁻¹): 4.6

***

Entry 6:
DFT (the ωB97M-V functional and the def2-TZVPD basis) results for 2 unconnected molecules or ions with the total composition C3H12N3O2 in a non-equilibrium geometry.

XYZ file:
```
20
Properties=species:S:1:pos:R:3:lowdin_charge:R:1
N 0.66 -1.57 1.36 0.18
C 0.57 -2.40 0.13 -0.15
C -0.25 -1.69 -0.94 -0.25
N 0.66 -0.81 -1.76 0.03
H 0.87 -0.59 1.01 0.11
H -0.17 -1.54 1.92 0.16
H 1.50 -1.74 1.89 0.17
H 1.59 -2.55 -0.26 0.14
H 0.08 -3.37 0.36 0.14
H -0.65 -2.49 -1.58 0.13
H -1.07 -1.17 -0.44 0.10
H 0.04 -0.44 -2.48 0.08
H 0.97 -0.13 -1.09 0.03
N -0.12 2.69 -0.53 0.17
C -0.39 1.64 0.37 -0.57
O -1.69 1.33 0.48 0.14
O 0.52 1.09 1.02 0.02
H -0.38 2.46 -1.47 0.10
H 0.89 2.89 -0.48 0.13
H -2.20 1.80 -0.19 0.13
```

Kohn-Sham gap (eV): 10.81
Energy relative to the best compared isomer or geometry (same formula, charge and spin) (eV): 0.848
2S+1: 1
Charge: +1
Highest occupied orbital energy (eV): -13.881
Max |F| (eV Å⁻¹): 3.0